A cluster of 6 separate species, C30H20BF4O20 in total. Source: OMol25; level of theory: wB97M-V/def2-TZVPD.

Positions of all 75 atoms, in Å:
F (-1.760, 1.622, -0.427)
F (-0.897, 1.401, 1.635)
F (-2.972, 0.576, 1.358)
F (-2.538, 2.883, 1.373)
O (3.716, 5.937, -0.428)
O (-0.927, 4.453, 2.467)
O (3.125, -4.506, 0.505)
O (1.696, 0.773, 2.004)
O (4.287, -0.358, 2.636)
O (-1.676, -1.309, -1.359)
O (0.785, 6.511, 3.321)
O (-6.019, -4.650, -1.712)
O (-4.098, -0.112, -1.308)
O (1.777, 4.388, -1.572)
O (-1.274, -4.429, 2.239)
O (-2.717, -2.060, 2.082)
O (3.970, 1.014, -4.919)
O (0.637, -0.136, 5.036)
O (0.564, 1.636, -1.458)
O (2.022, 0.931, -6.875)
O (-1.355, 0.839, -3.360)
O (0.833, -3.225, -0.525)
O (-3.605, -5.682, -2.255)
O (2.254, -2.363, 4.786)
C (-1.593, -2.165, 2.931)
C (1.769, 0.892, -5.521)
C (2.602, 5.723, 0.231)
C (2.784, -3.199, 0.814)
C (0.314, 0.811, -5.120)
C (-4.050, -1.468, -1.468)
C (-5.238, -3.849, -1.848)
C (2.776, 1.079, -4.471)
C (1.564, -2.587, 0.211)
C (1.304, -1.202, 0.545)
C (-2.547, -3.362, -1.843)
C (-0.116, 1.030, -3.750)
C (0.146, 4.993, 1.712)
C (2.340, 6.367, 1.575)
C (-2.677, -2.023, -1.504)
C (0.147, -1.016, 4.329)
C (2.210, -0.387, 1.534)
C (-3.820, -4.370, -1.939)
C (1.021, 5.938, 2.309)
C (-5.378, -2.389, -1.518)
C (2.365, 1.342, -3.143)
C (0.910, -2.315, 4.285)
C (-0.891, -3.473, 2.865)
C (0.544, 4.335, 0.349)
C (0.324, -3.548, 3.511)
C (3.748, -2.458, 1.566)
C (-1.101, -1.005, 3.643)
C (3.487, -1.012, 1.949)
C (1.682, 4.839, -0.424)
C (0.919, 1.421, -2.767)
B (-2.118, 1.580, 1.007)
H (0.384, -0.764, 0.202)
H (3.099, 6.880, 1.986)
H (-6.370, -1.914, -1.712)
H (-3.151, 0.228, -1.258)
H (-1.542, 3.647, 2.198)
H (3.244, 1.595, -2.526)
H (-0.240, 1.250, -1.282)
H (-1.600, -3.870, -1.967)
H (3.725, 5.599, -1.277)
H (-4.436, -6.172, -2.138)
H (0.795, 0.936, 1.674)
H (1.276, 0.753, -7.420)
H (2.513, -1.536, 5.315)
H (-0.122, 3.549, 0.105)
H (-1.485, 0.024, 3.307)
H (4.373, -3.006, 2.241)
H (1.106, -4.424, 3.323)
H (-0.356, 0.543, -5.823)
H (-2.962, -1.003, 1.970)
H (2.490, -4.977, -0.209)

## Properties
Energy above the lowest of the compared OMol25 structures with the same formula, charge and spin: 9.32 kcal/mol
Calculated total energy: -3084.142510 a.u.
Charge: -1
HOMO: -6.38 eV
LUMO level: -0.0070 Eh